This record from the Open Molecules 2025 dataset describes C26H17NO6PRu as an isolated structure. The level of theory is ωB97M-V/def2-TZVPD.

```
52
C26H17NO6PRu | the Open Molecules 2025 dataset | ωB97M-V/def2-TZVPD
Ru -0.5647 0.6031 1.2399
P -2.3062 -0.6015 0.6163
O 3.2986 0.0979 0.1980
O -2.5950 1.7002 -3.2115
O -0.1533 -0.0978 3.7940
O 1.2995 -0.0849 1.1597
O 2.1823 1.7128 -4.4088
O -2.7097 1.3750 -0.9994
N 0.0695 0.9911 -0.9264
C -3.8830 -2.5447 -3.1882
C 2.0996 0.2485 0.1868
C -3.0000 0.6680 1.7053
C -2.9692 -1.2985 -0.8977
C -0.6325 -0.6013 2.8118
C -1.3309 -1.9175 2.7606
C 2.1390 1.0474 -2.1558
C -4.7040 -1.6547 -2.5070
C -1.1792 -2.9076 3.7178
C -1.9199 -4.0747 3.5923
C -2.1127 1.5016 -2.1006
C 0.0908 1.6015 -3.2342
C 1.4668 1.4706 -3.2936
C -2.6027 -2.8089 -2.7271
C -3.1339 2.4691 3.8585
C -2.8133 -4.2310 2.5380
C -2.9778 -3.2257 1.5919
C 1.3997 0.8088 -1.0233
C -2.2273 -2.0641 1.7048
C -2.5728 2.8648 2.6723
C -3.5910 0.2913 2.9337
C -4.2489 -1.0184 -1.3649
C -0.5797 1.3595 -2.0489
C -2.5065 1.9917 1.5685
C -2.1437 -2.1925 -1.5716
C -3.6751 1.1795 3.9740
H -1.9581 -3.4923 -3.2636
H -0.5120 1.8801 -4.0892
H -3.1849 3.1528 4.6951
H -0.4831 -2.7623 4.5335
H -2.2751 2.3769 0.5860
H -5.6946 -1.4345 -2.8813
H 3.2063 0.8834 -2.1377
H -3.9842 -0.7099 3.0503
H -3.3866 -5.1449 2.4519
H -4.2405 -3.0244 -4.0899
H 1.5918 1.9863 -5.1203
H -1.8005 -4.8698 4.3165
H -4.1564 0.8779 4.8951
H -3.6767 -3.3521 0.7744
H -4.8597 -0.2817 -0.8631
H -1.1458 -2.4034 -1.2023
H -2.1991 3.8737 2.5544
```

Computed properties:
Expectation value of S²: 0.76
Energy relative to the best compared isomer or geometry (same formula, charge and spin) (eV): 0.048
Spin multiplicity: 2
HOMO-LUMO gap (spin up / spin down) (eV): 7.692 / 7.716
Charge: 0
E_HOMO (spin up / spin down) (eV): -8.68 / -8.95